C39H34GeIrN5O2S2 as an isolated structure in a non-equilibrium geometry, computed with the ωB97M-V functional and the def2-TZVPD basis.

XYZ file:
```
84
C39H34GeIrN5O2S2 the ωB97M-V functional and the def2-TZVPD basis
Ir -0.515 -0.486 -0.953
Ge 1.979 -0.765 1.691
S 1.770 5.118 -0.312
S 4.539 0.036 -2.647
O -1.092 -1.635 0.739
O 0.125 -2.859 -0.610
N -10.570 -3.592 0.087
N 0.698 3.148 -1.444
N -4.455 -1.511 -1.941
N -2.368 -0.865 -1.850
N 2.280 -0.222 -1.358
C 2.569 1.859 -2.437
C -0.320 2.206 4.593
C 1.678 1.509 3.451
C 0.427 4.157 -0.603
C -0.996 1.112 4.068
C 4.012 -1.916 -0.794
C 6.567 0.419 1.771
C 3.478 -0.712 -1.477
C 5.640 1.231 1.128
C -0.434 1.650 -3.026
C -0.339 0.221 3.230
C 1.669 -2.682 2.065
C -8.128 -1.780 -1.639
C 3.888 1.663 -2.588
C 0.283 -3.300 1.755
C 0.397 0.825 -0.073
C 1.019 2.402 4.286
C -2.759 -0.891 -3.173
C 2.754 4.127 -1.310
C -5.843 -2.984 -0.592
C -6.878 -1.349 -2.046
C 1.007 0.413 2.905
C -0.288 -2.628 0.537
C -8.236 -2.803 -0.699
C 3.860 -0.281 1.768
C -5.750 -1.956 -1.517
C -7.094 -3.403 -0.175
C 1.413 -0.189 -0.182
C 2.054 3.086 -1.809
C -3.415 -1.254 -1.138
C 4.297 0.882 1.130
C -9.535 -3.241 -0.265
C 4.799 -1.079 2.419
C 1.797 0.559 -2.535
C 6.144 -0.731 2.423
C 0.282 0.395 -2.687
C -4.054 -1.286 -3.239
C -0.909 4.367 0.008
C -0.296 2.844 -2.474
H 0.144 1.283 0.884
H -3.436 -1.351 -0.065
H -2.087 -0.657 -3.978
H -1.680 3.857 -0.567
H -0.896 3.934 1.013
H -0.845 3.715 -2.798
H 2.253 0.049 -3.386
H 6.862 -1.357 2.935
H 4.490 -1.984 2.929
H -0.884 -0.618 2.818
H 7.614 0.688 1.773
H 1.863 -2.773 3.137
H 2.731 1.664 3.244
H -6.784 -0.540 -2.758
H -1.154 5.423 0.099
H 1.559 3.236 4.716
H 2.447 -3.259 1.564
H -4.709 -1.459 -4.075
H -0.831 2.892 5.256
H 4.957 -1.716 -0.293
H 0.115 -0.318 -3.494
H -4.950 -3.468 -0.218
H 5.970 2.138 0.637
H 4.187 -2.660 -1.579
H 3.286 -2.339 -0.108
H 4.643 2.437 -2.541
H -0.393 -3.154 2.594
H 0.392 -4.367 1.570
H -1.157 1.607 -3.833
H -9.022 -1.321 -2.038
H -7.191 -4.205 0.543
H -2.034 0.944 4.323
H 3.810 4.322 -1.397
H 3.578 1.530 0.632
```

The frontier orbital gap (alpha / beta) comes out at 7.03 / 7.03 eV. For the HOMO energy (alpha / beta), the calculation gives -13.5 / -13.5 eV. As for the LUMO energy (alpha / beta): -6.453 / -6.453 eV. As for the net charge: +2.

Atom charges from the Löwdin analysis, given in e for atoms 1 to 8: number 1, Ir, carries 1.426; number 2, Ge, carries 1.054; number 3, S, carries 1.228; number 4, S, carries 1.151; number 5, O, carries -0.178; number 6, O, carries -0.010; number 7, N, carries 0.190; number 8, N, carries -0.034